Formula: C4H9N3O2S
Source: OMol25
Level of theory: wB97M-V/def2-TZVPD

Properties
**ΔE to the lowest compared entry with this formula, charge and spin**: 4.444 eV
**Multiplicity**: 1
**Net charge**: +2
**Energy**: -23670.5582 eV
**F_max**: 4.636 eV/A
**Orbital gap (spin up / spin down)**: 7.98 / 7.43 eV
**HOMO level (spin up / spin down)**: -17.755 / -17.548 eV

Atoms and positions in Å:
C: 1.245 1.299 0.035
C: -0.083 -0.690 -0.271
C: 2.240 0.764 -0.879
C: -3.219 -1.713 0.064
N: 0.048 0.575 0.159
N: 1.557 2.169 0.896
N: -2.476 -0.739 -0.632
O: 0.800 -1.494 -0.495
O: 2.425 -0.617 1.401
S: 2.539 -0.969 0.036
H: 1.868 0.521 -1.839
H: 3.152 1.428 -0.967
H: -3.160 -2.739 -0.138
H: -4.190 -1.471 -0.188
H: -3.146 -1.508 1.078
H: -0.682 1.001 0.900
H: 2.534 2.536 0.988
H: 0.943 2.693 1.520
H: -2.397 -1.046 -1.668

***

Formula: C4H9N3O3
Source: OMol25
Level of theory: wB97M-V/def2-TZVPD

Properties
**ΔE to the lowest compared entry with this formula, charge and spin**: 0.636 eV
**Multiplicity**: 1
**Energy**: -14907.0139 eV
**SMILES**: NC(=O)N1CCNC1=O.O
**F_max**: 4.512 eV/A
**Orbital gap**: 9.95 eV
**HOMO level**: -9.582 eV

Atoms and positions in Å:
N: 0.728 2.653 -0.243
C: 1.297 1.422 -0.269
O: 2.427 1.237 -0.699
N: 0.478 0.395 0.184
C: -0.878 0.596 0.692
C: -1.258 -0.782 1.230
N: -0.411 -1.666 0.439
C: 0.800 -0.979 0.067
O: 1.904 -1.484 0.156
H: 1.278 3.419 -0.602
H: -0.260 2.816 -0.118
H: -0.893 1.356 1.483
H: -1.554 0.903 -0.121
H: -1.011 -0.874 2.297
H: -2.321 -1.004 1.088
H: -0.262 -2.608 0.783
O: 0.367 -1.956 -2.188
H: -0.449 -2.232 -1.490
H: 0.019 -1.212 -2.688

***

Formula: C4H9N3S
Source: OMol25
Level of theory: wB97M-V/def2-TZVPD

Properties
**ΔE to the lowest compared entry with this formula, charge and spin**: 3.853 eV
**Multiplicity**: 1
**Energy**: -19595.7836 eV
**SMILES**: N/N=C(/CS)N1CC1
**F_max**: 3.711 eV/A
**Orbital gap**: 9.67 eV
**HOMO level**: -8.826 eV

Atoms and positions in Å:
N: -1.786 1.020 0.717
N: -0.938 1.288 -0.400
C: 0.096 0.626 -0.522
C: 0.946 0.828 -1.723
S: 1.232 -0.793 -2.475
N: 0.710 -0.402 0.260
C: -0.189 -1.408 0.798
C: 0.557 -0.435 1.648
H: -2.229 0.034 0.625
H: -2.502 1.753 0.598
H: 0.211 1.377 -2.438
H: 1.876 1.503 -1.671
H: 1.494 -1.436 -1.263
H: -1.314 -1.309 0.687
H: 0.260 -2.459 0.796
H: 1.507 -0.637 2.222
H: 0.068 0.450 2.140

***

Formula: C4H9N4
Source: OMol25
Level of theory: wB97M-V/def2-TZVPD

Properties
**ΔE to the lowest compared entry with this formula, charge and spin**: 0.020 eV
**Multiplicity**: 1
**Net charge**: +1
**Energy**: -10247.9787 eV
**F_max**: 4.847 eV/A
**Orbital gap**: 10.09 eV
**HOMO level**: -14.492 eV

Atoms and positions in Å:
C: 0.612 0.951 0.020
C: 0.862 -0.142 1.019
C: -0.048 -1.972 -0.478
C: 0.664 -1.456 0.701
N: -2.325 1.296 0.212
N: -3.058 0.485 0.172
N: 0.749 0.716 -1.250
N: 0.308 2.204 0.531
H: -0.621 -2.869 -0.315
H: 0.674 -2.292 -1.261
H: -0.804 -1.193 -0.931
H: 1.253 0.117 1.984
H: 0.849 -2.177 1.582
H: 0.590 -0.232 -1.743
H: 0.457 1.522 -1.927
H: 0.202 2.167 1.525
H: -0.362 2.874 0.159

***

Formula: C4H9N4
Source: OMol25
Level of theory: wB97M-V/def2-TZVPD

Properties
**ΔE to the lowest compared entry with this formula, charge and spin**: 2.720 eV
**Multiplicity**: 1
**Net charge**: +1
**Energy**: -10245.2779 eV
**SMILES**: Cc1n[n+](C)nn1C
**F_max**: 6.484 eV/A
**Orbital gap**: 11.33 eV
**HOMO level**: -15.851 eV

Atoms and positions in Å:
C: 0.579 1.578 -1.325
C: 0.312 0.485 -0.385
N: 1.232 0.165 0.536
N: 0.679 -0.696 1.291
C: 1.215 -1.040 2.649
N: -0.426 -1.149 0.940
N: -0.710 -0.371 -0.343
C: -2.013 -0.362 -0.887
H: 0.420 1.574 -2.421
H: 0.089 2.506 -0.949
H: 1.619 1.778 -1.179
H: 2.098 -0.403 2.775
H: 0.474 -0.831 3.449
H: 1.385 -2.127 2.690
H: -2.746 0.427 -0.555
H: -1.873 -0.479 -1.889
H: -2.438 -1.277 -0.605

***

Formula: C4H9N4O
Source: OMol25
Level of theory: wB97M-V/def2-TZVPD

Properties
**ΔE to the lowest compared entry with this formula, charge and spin**: 6.080 eV
**Multiplicity**: 1
**Net charge**: +1
**Energy**: -12289.5414 eV
**F_max**: 7.850 eV/A
**Orbital gap (spin up / spin down)**: 7.40 / 8.97 eV
**HOMO level (spin up / spin down)**: -11.216 / -13.184 eV

Atoms and positions in Å:
C: -0.202 -0.393 -1.333
C: -1.718 -1.216 0.176
C: 0.104 0.166 0.992
C: 1.905 0.558 -0.878
N: 0.631 -0.007 -0.434
N: -1.253 -1.092 -1.080
N: -0.963 -0.712 1.162
N: -0.183 1.464 1.280
O: 0.386 2.179 2.202
H: 0.210 -0.360 -2.356
H: -2.847 -1.438 0.407
H: 1.178 -0.419 1.787
H: 2.628 0.296 -0.106
H: 2.121 0.069 -1.720
H: 1.926 1.634 -1.106
H: -1.788 -1.622 -1.738
H: -1.206 -0.878 2.091
H: -0.929 1.771 0.655

***

Formula: C4H9N4O
Source: OMol25
Level of theory: wB97M-V/def2-TZVPD

Properties
**ΔE to the lowest compared entry with this formula, charge and spin**: 5.235 eV
**Multiplicity**: 1
**Net charge**: +1
**Energy**: -12290.3873 eV
**F_max**: 3.896 eV/A
**Orbital gap (spin up / spin down)**: 7.98 / 7.99 eV
**HOMO level (spin up / spin down)**: -12.850 / -12.861 eV

Atoms and positions in Å:
C: 0.756 -1.383 0.052
C: 1.558 -0.274 -0.222
C: -0.953 0.080 1.008
C: -2.823 0.567 -0.723
N: 1.008 0.900 -0.011
N: -0.492 -1.106 0.586
N: 2.979 -0.486 -0.326
N: -1.965 0.798 0.532
O: 1.788 1.974 0.157
H: 0.960 -2.476 -0.181
H: -2.450 1.255 -1.477
H: -2.644 -0.440 -1.006
H: -3.898 0.777 -0.538
H: -1.099 -1.909 0.952
H: 3.317 -1.379 -0.770
H: 3.494 -0.336 0.576
H: -2.188 1.685 0.904
H: 2.652 1.751 0.488

***

Formula: C4H9N4O
Source: OMol25
Level of theory: wB97M-V/def2-TZVPD

Properties
**ΔE to the lowest compared entry with this formula, charge and spin**: 1.818 eV
**Multiplicity**: 1
**Net charge**: +1
**Energy**: -12293.8035 eV
**SMILES**: C[C@]1([NH+]=C(N)N)NC1=O
**F_max**: 4.097 eV/A
**Orbital gap**: 10.66 eV
**HOMO level**: -13.793 eV

Atoms and positions in Å:
C: -1.418 1.396 0.930
C: -0.926 0.341 -0.063
N: 0.621 0.415 -0.565
C: 1.458 -0.508 -0.047
N: 2.615 -0.470 -0.670
N: 1.097 -1.181 1.000
N: -1.705 -0.021 -1.315
C: -1.675 -0.893 -0.330
O: -1.943 -1.959 0.115
H: -2.410 1.149 1.254
H: -1.432 2.412 0.471
H: -0.790 1.406 1.791
H: 0.821 0.971 -1.492
H: 3.497 -0.825 -0.353
H: 2.651 0.096 -1.480
H: 1.834 -1.873 1.277
H: 0.196 -0.900 1.334
H: -2.492 0.445 -1.857

***

Formula: C4H9N4O
Source: OMol25
Level of theory: wB97M-V/def2-TZVPD

Properties
**ΔE to the lowest compared entry with this formula, charge and spin**: 2.576 eV
**Multiplicity**: 1
**Net charge**: +1
**Energy**: -12293.0455 eV
**SMILES**: N/N=C(\O)C/C=N\C=[NH2+]
**F_max**: 4.631 eV/A
**Orbital gap**: 8.58 eV
**HOMO level**: -12.521 eV

Atoms and positions in Å:
N: 0.318 0.454 -2.427
N: 1.060 0.248 -1.369
C: 0.736 0.886 -0.289
O: -0.529 1.551 -0.036
C: 1.504 0.513 0.968
C: 0.706 -0.405 1.816
N: -0.160 -1.243 1.389
C: -0.994 -1.635 0.500
N: -2.082 -0.971 0.180
H: 0.826 0.219 -3.345
H: -0.417 1.226 -2.549
H: -0.397 2.517 -0.213
H: 1.944 1.411 1.652
H: 2.337 -0.170 0.785
H: 0.888 -0.467 2.882
H: -0.889 -2.737 0.137
H: -2.705 -1.375 -0.537
H: -2.145 -0.023 0.458

***

Formula: C4H9N4O
Source: OMol25
Level of theory: wB97M-V/def2-TZVPD

Properties
**ΔE to the lowest compared entry with this formula, charge and spin**: 3.203 eV
**Multiplicity**: 1
**Net charge**: +1
**Energy**: -12292.4193 eV
**SMILES**: CCOCc1nn[nH][nH+]1
**F_max**: 0.259 eV/A
**Orbital gap**: 9.44 eV
**HOMO level**: -14.351 eV

Atoms and positions in Å:
C: 1.656 -1.027 0.084
C: 2.122 0.407 -0.080
O: 1.135 1.262 -0.676
C: 0.000 1.458 0.086
C: -1.066 0.450 -0.261
N: -1.351 -0.003 -1.493
N: -2.345 -0.837 -1.400
N: -2.675 -0.937 -0.151
N: -1.908 -0.136 0.585
H: 0.954 -1.157 0.912
H: 2.512 -1.667 0.292
H: 1.202 -1.388 -0.841
H: 2.970 0.464 -0.755
H: 2.424 0.841 0.880
H: -0.409 2.446 -0.142
H: 0.191 1.418 1.167
H: -3.413 -1.538 0.202
H: -1.998 -0.054 1.592

***

Formula: C4H9N4O
Source: OMol25
Level of theory: wB97M-V/def2-TZVPD

Properties
**ΔE to the lowest compared entry with this formula, charge and spin**: 2.370 eV
**Multiplicity**: 3
**Net charge**: +1
**Energy**: -12289.5177 eV
**F_max**: 6.020 eV/A
**Orbital gap (spin up / spin down)**: 5.96 / 6.59 eV
**HOMO level (spin up / spin down)**: -9.433 / -13.431 eV
**<S²>**: 2.01

Atoms and positions in Å:
C: -1.544 -2.479 -0.358
C: -1.121 -0.476 -1.348
C: -0.712 -2.103 0.716
C: -0.092 -0.863 0.652
N: -1.750 -1.682 -1.337
N: -0.218 -0.079 -0.429
N: 0.723 2.390 -0.845
N: 1.521 0.657 1.567
O: 0.697 -0.502 1.681
H: -2.020 -3.437 -0.336
H: -1.157 -0.019 -2.258
H: 0.085 2.954 -0.226
H: -0.491 -2.694 1.552
H: 0.324 1.349 -0.902
H: 1.680 2.357 -0.412
H: 0.661 2.731 -1.830
H: 0.946 1.399 2.053
H: 2.468 0.498 2.060

***

Formula: C4H9N4O2
Source: OMol25
Level of theory: wB97M-V/def2-TZVPD

Properties
**ΔE to the lowest compared entry with this formula, charge and spin**: 6.485 eV
**Multiplicity**: 1
**Net charge**: +1
**Energy**: -14335.7186 eV
**F_max**: 5.881 eV/A
**Orbital gap (spin up / spin down)**: 8.42 / 8.42 eV
**HOMO level (spin up / spin down)**: -13.269 / -13.270 eV

Atoms and positions in Å:
C: -0.201 -0.341 -0.176
C: -1.251 -1.267 -0.428
C: 1.836 0.761 0.406
C: 0.882 1.892 0.058
N: 1.083 -0.407 -0.024
N: 1.859 -1.530 -0.038
N: -2.519 -1.029 -0.312
N: -0.423 1.457 0.244
O: -2.799 0.330 -0.187
O: -3.395 -1.816 -0.370
H: -1.107 -2.356 -0.630
H: 2.835 0.639 0.018
H: 1.973 0.400 1.464
H: 0.919 2.663 0.784
H: 1.069 2.168 -1.029
H: 2.716 -1.420 0.432
H: 1.287 -2.427 0.121
H: -3.695 0.365 0.051
H: -1.070 1.920 -0.382

***

Formula: C4H9N4O2
Source: OMol25
Level of theory: wB97M-V/def2-TZVPD

Properties
**ΔE to the lowest compared entry with this formula, charge and spin**: 7.648 eV
**Multiplicity**: 1
**Net charge**: +1
**Energy**: -14334.5559 eV
**F_max**: 3.911 eV/A
**Orbital gap (spin up / spin down)**: 7.69 / 7.24 eV
**HOMO level (spin up / spin down)**: -13.494 / -13.341 eV

Atoms and positions in Å:
C: -0.982 -0.732 0.664
C: -0.085 -1.699 0.795
C: -2.542 0.256 -0.771
C: -1.541 1.297 -0.171
N: 3.242 -0.497 -0.240
N: -2.064 -0.950 -0.169
N: 2.329 -0.280 0.664
N: -0.734 0.584 0.776
O: 2.060 0.859 0.991
O: 3.903 0.506 -0.905
H: 0.047 -2.666 1.317
H: -3.591 0.256 -0.326
H: -2.563 0.218 -1.852
H: -0.919 1.700 -1.077
H: -1.930 2.232 0.213
H: -2.339 -1.911 -0.418
H: 3.590 -1.405 -0.362
H: 0.140 0.998 1.176
H: 3.980 1.235 -0.305

***

Formula: C4H9NO
Source: OMol25
Level of theory: wB97M-V/def2-TZVPD

Properties
**ΔE to the lowest compared entry with this formula, charge and spin**: 0.597 eV
**Multiplicity**: 1
**Energy**: -7831.7232 eV
**SMILES**: CC(C)C(N)=O
**F_max**: 2.253 eV/A
**Orbital gap**: 10.42 eV
**HOMO level**: -9.540 eV

Atoms and positions in Å:
C: 0.708 -1.350 -0.503
C: -0.351 -0.252 -0.481
C: -1.324 -0.265 0.757
C: 0.234 1.113 -0.572
N: 1.096 1.526 0.410
O: 0.028 1.820 -1.546
H: 1.452 -1.091 -1.259
H: 1.325 -1.357 0.398
H: 0.214 -2.277 -0.771
H: -1.014 -0.503 -1.306
H: -2.322 -0.611 0.463
H: -1.540 0.766 1.031
H: -0.998 -0.943 1.544
H: 1.201 0.929 1.219
H: 1.292 2.496 0.614